1.
DFT (wB97M-V/def2-TZVPD) results for a structure of composition C31H27FN6O10SY.

XYZ file:
```
77
Properties=species:S:1:pos:R:3:mulliken_charge:R:1
Y 0.921 2.346 -1.577 1.050
O 3.342 4.039 1.040 -0.542
C 2.832 2.844 1.313 0.690
O 2.871 1.898 0.564 -0.554
C 2.221 2.766 2.699 -0.667
O 1.161 1.848 2.733 -0.307
C -0.111 2.469 2.653 -0.694
C -0.434 3.334 1.417 0.620
O -1.429 4.039 1.542 -0.718
O 0.334 3.243 0.400 -0.597
H 3.506 4.077 0.066 0.531
H 3.004 2.420 3.383 0.350
H 1.910 3.766 3.015 0.376
H -0.842 1.660 2.683 0.148
H -0.277 3.100 3.533 0.457
N -2.504 5.231 -0.971 -0.495
C -1.863 4.196 -1.588 0.144
S -0.552 4.550 -2.654 -0.519
N -2.368 2.999 -1.341 -1.325
N -1.580 2.026 -1.843 1.260
C -2.095 0.898 -2.173 -0.043
C -3.525 0.547 -1.988 -0.080
C -4.111 0.652 -0.728 -0.172
C -5.440 0.305 -0.543 -0.876
C -6.206 -0.134 -1.614 -0.422
C -5.636 -0.221 -2.876 -0.827
C -4.303 0.115 -3.059 -0.034
C -1.168 -0.042 -2.838 0.925
C -1.507 -1.369 -3.097 -0.753
C -0.617 -2.163 -3.800 -0.670
C 0.580 -1.619 -4.232 -0.816
C 0.862 -0.304 -3.892 -0.231
N 0.022 0.462 -3.203 -0.163
H -1.988 6.094 -1.021 0.289
H -2.802 4.982 -0.036 0.311
H -3.525 1.032 0.098 0.423
H -5.881 0.389 0.442 0.411
H -7.246 -0.397 -1.468 0.381
H -6.230 -0.547 -3.721 0.383
H -3.859 0.052 -4.046 0.523
H -2.450 -1.762 -2.746 0.547
H -0.858 -3.199 -4.006 0.423
H 1.304 -2.198 -4.788 0.422
H 1.813 0.146 -4.145 0.597
C 3.901 -3.125 2.987 -1.420
C 3.056 -3.762 1.890 -0.285
C 2.161 -4.888 2.391 -1.035
C 1.115 -4.353 3.360 -1.362
C 0.384 -3.182 2.758 1.222
C -0.879 -2.837 3.184 -0.741
C -1.542 -1.755 2.615 -0.136
F -2.782 -1.469 3.067 -0.398
C -0.983 -0.997 1.628 -0.509
C 0.299 -1.329 1.177 0.740
C 0.909 -0.506 0.122 0.691
O 0.288 0.497 -0.269 0.354
C 2.162 -0.966 -0.391 0.277
C 2.744 -2.042 0.201 -0.236
N 2.230 -2.744 1.232 0.166
C 0.978 -2.419 1.731 -0.693
C 2.900 -0.359 -1.576 -0.398
O 3.784 -1.051 -2.086 -0.818
O 2.534 0.793 -1.956 -0.505
H 4.504 -3.882 3.492 0.403
H 3.274 -2.628 3.728 0.348
H 4.569 -2.374 2.564 0.380
H 3.717 -4.156 1.116 0.538
H 2.778 -5.652 2.868 0.437
H 1.666 -5.351 1.534 0.350
H 1.595 -4.048 4.295 0.359
H 0.400 -5.135 3.621 0.461
H -1.372 -3.410 3.960 0.489
H -1.497 -0.154 1.186 0.624
H 3.701 -2.378 -0.180 0.566
O 2.797 3.889 -1.561 -0.466
N 3.071 3.925 -2.802 0.047
O 2.266 3.279 -3.480 -0.210
```

For the energy above the lowest of the compared OMol25 structures with the same formula, charge and spin, the calculation gives 10.8 kJ/mol. The value obtained for the electronic energy is -2815.1917 a.u. Its HOMO-LUMO gap is 6.742 eV. As for the charge: -1.

***

2.
DFT (wB97M-V/def2-TZVPD) results for the molecule C6H16N2 in a non-equilibrium geometry.

XYZ file:
```
24
Properties=species:S:1:pos:R:3:mulliken_charge:R:1
C 1.470 -0.190 0.590 -0.654
N 1.176 -1.381 -0.235 -0.400
C 0.119 -2.243 0.302 -0.120
C -0.706 -2.879 -0.809 -1.278
C 1.069 1.098 -0.085 -0.901
N -0.378 1.313 -0.214 0.158
C -1.095 1.340 1.060 -1.076
C -0.573 2.610 -0.875 -1.135
H 2.545 -0.143 0.773 0.357
H 0.972 -0.291 1.553 0.276
H 0.824 -1.017 -1.115 0.258
H -0.516 -1.793 1.076 0.199
H 0.603 -3.078 0.831 0.334
H -1.228 -2.125 -1.399 0.345
H -0.044 -3.402 -1.501 0.306
H -1.390 -3.583 -0.349 0.387
H 1.451 1.014 -1.104 0.447
H 1.580 1.930 0.426 0.378
H -1.253 2.349 1.452 0.377
H -0.617 0.786 1.848 0.406
H -2.081 0.885 0.928 0.215
H -1.630 2.867 -0.910 0.382
H -0.055 3.409 -0.332 0.431
H -0.240 2.523 -1.908 0.308
```

For the energy above the lowest of the compared OMol25 structures with the same formula, charge and spin, the calculation gives 126.9 kJ/mol. The value obtained for the electronic energy is -347.6765 a.u. Its HOMO-LUMO gap is 9.757 eV. Its SMILES is CCNCCN(C)C. As for the charge: 0.

***

3.
DFT (wB97M-V/def2-TZVPD) results for the molecule C10H14N2O in a non-equilibrium geometry.

XYZ file:
```
27
Properties=species:S:1:pos:R:3:mulliken_charge:R:1
C 0.199 2.671 -0.594 -1.906
C 0.448 1.190 -0.605 0.489
C 1.508 0.968 0.444 -1.066
C 1.545 -1.462 1.157 -0.745
C -0.688 0.258 -0.462 0.631
C -1.584 0.545 0.566 -0.386
C -2.566 -0.406 0.802 -0.568
C -2.796 -1.464 -0.059 -0.535
C -1.909 -1.703 -1.087 -0.648
C -0.854 -0.857 -1.259 -0.196
H 1.084 3.230 -0.808 0.521
H -0.523 2.917 -1.309 0.479
H -0.202 3.079 0.368 0.282
H 0.866 0.934 -1.606 0.441
H 2.240 1.802 0.300 0.382
H 0.943 1.123 1.456 0.310
H 0.653 -1.055 1.700 0.282
H 1.214 -2.179 0.374 0.294
H 2.159 -1.973 1.887 0.291
H -1.367 1.233 1.352 0.335
H -3.187 -0.287 1.754 0.248
H -3.570 -2.152 0.029 0.461
H -2.119 -2.450 -1.779 0.463
H 0.018 -1.218 -1.903 0.295
N 2.117 -0.355 0.413 0.643
N 3.011 -0.599 -0.564 -0.307
O 3.362 -1.790 -0.564 -0.490
```

For the energy above the lowest of the compared OMol25 structures with the same formula, charge and spin, the calculation gives 324.1 kJ/mol. The value obtained for the electronic energy is -574.0957 a.u. Its HOMO-LUMO gap is 10.026 eV. Its SMILES is C[C@@H](CN(C)N=O)c1ccccc1. As for the charge: 0.

***

4.
DFT (wB97M-V/def2-TZVPD) results for a structure of composition C38H46N5O5SScSi2.

XYZ file:
```
98
Properties=species:S:1:pos:R:3:mulliken_charge:R:1
Sc 0.051 0.043 0.938 -0.470
C 0.151 -2.979 3.324 -1.248
C 1.457 -2.380 2.901 0.767
C 2.676 -2.992 3.147 -0.829
C 3.826 -2.386 2.644 -0.797
C 3.767 -1.192 1.957 -0.566
C 2.503 -0.582 1.764 1.181
N 1.397 -1.243 2.208 0.135
N 2.181 0.551 1.112 0.195
Si 3.390 1.664 0.523 -0.221
C 4.340 0.883 -0.913 -0.899
C 4.570 2.137 1.912 -1.091
C 2.638 3.254 -0.105 -0.799
H 0.247 -3.467 4.293 0.494
H -0.175 -3.733 2.603 0.165
H -0.616 -2.209 3.394 0.064
H 2.722 -3.919 3.699 0.490
H 4.786 -2.869 2.777 0.526
H 4.668 -0.730 1.583 0.356
H 4.863 -0.031 -0.630 0.277
H 5.083 1.573 -1.320 0.421
H 3.646 0.636 -1.721 0.213
H 5.196 1.325 2.278 0.343
H 4.013 2.532 2.762 0.317
H 5.234 2.930 1.560 0.351
H 2.140 3.127 -1.065 -0.201
H 3.446 3.977 -0.239 0.587
H 1.911 3.670 0.591 0.284
O -2.327 -0.394 0.479 0.367
C -3.216 0.090 1.517 2.991
C -2.336 0.247 2.789 -0.641
O -2.846 0.329 3.882 -0.670
O -1.068 0.284 2.543 -0.571
C -3.771 1.442 1.089 -0.504
C -4.556 1.489 -0.061 -0.202
C -5.001 2.700 -0.562 -1.099
C -4.686 3.879 0.100 -0.521
C -3.935 3.834 1.263 -0.846
C -3.475 2.621 1.757 -0.116
C -4.329 -0.908 1.777 -0.409
C -5.438 -0.505 2.518 -0.336
C -6.454 -1.400 2.800 -0.929
C -6.378 -2.712 2.348 -0.478
C -5.273 -3.120 1.622 -0.925
C -4.250 -2.222 1.342 -0.375
H -2.595 0.018 -0.354 0.259
H -4.837 0.568 -0.562 0.467
H -5.604 2.724 -1.461 0.445
H -5.032 4.828 -0.288 0.444
H -3.691 4.748 1.787 0.418
H -2.880 2.605 2.660 0.538
H -5.496 0.512 2.877 0.461
H -7.308 -1.073 3.377 0.400
H -7.175 -3.410 2.567 0.400
H -5.197 -4.142 1.274 0.431
H -3.381 -2.560 0.797 0.302
C -1.605 4.116 -4.389 -1.177
Si -0.212 4.140 -3.126 0.296
C -0.709 5.219 -1.683 -0.794
C 1.339 4.874 -3.898 -1.186
C 0.195 2.324 -2.744 0.433
C 0.742 1.593 -3.786 -0.130
C 1.091 0.252 -3.646 -1.584
C 0.872 -0.335 -2.422 -0.161
N 0.338 0.327 -1.394 0.809
C -0.003 1.628 -1.528 0.276
S -0.692 2.329 -0.092 -0.126
H -1.844 5.126 -4.725 0.339
H -2.508 3.685 -3.954 0.307
H -1.345 3.524 -5.268 0.341
H -0.851 6.232 -2.069 0.382
H 0.058 5.247 -0.911 0.288
H -1.634 4.889 -1.215 0.152
H 1.154 5.903 -4.213 0.359
H 1.682 4.320 -4.773 0.350
H 2.155 4.890 -3.174 0.320
H 0.912 2.074 -4.743 0.348
H 1.520 -0.316 -4.458 0.473
H 1.127 -1.373 -2.249 0.172
O 5.205 -5.240 1.123 -0.469
C 5.111 -4.755 -0.209 -0.647
N 3.857 -4.089 -0.389 0.113
C 2.787 -4.745 -0.914 0.670
O 2.866 -5.858 -1.400 -0.698
C 1.459 -4.037 -0.886 0.655
C 0.390 -4.611 -1.563 -0.596
C -0.839 -3.985 -1.510 -1.417
C -0.969 -2.818 -0.774 -0.700
N 0.040 -2.256 -0.105 1.635
C 1.233 -2.863 -0.184 -0.131
H 5.751 -6.032 1.124 0.278
H 5.149 -5.571 -0.929 0.479
H 5.920 -4.044 -0.403 0.310
H 3.719 -3.228 0.116 -0.029
H 0.545 -5.535 -2.103 0.515
H -1.699 -4.389 -2.025 0.520
H -1.913 -2.295 -0.717 0.628
H 2.034 -2.382 0.354 -0.951
```

The value obtained for the electronic energy is -3863.8788 a.u. Its HOMO-LUMO gap is 7.409 eV. As for the charge: 0.

***

5.
DFT (wB97M-V/def2-TZVPD) results for the ion C3H8NO2 with charge -1 in a non-equilibrium geometry.

XYZ file:
```
14
Properties=species:S:1:pos:R:3:mulliken_charge:R:1
C 1.560 0.253 -0.256 -0.564
O 2.443 -0.616 -0.750 -0.825
C 0.089 -0.212 0.318 0.259
C -0.824 -0.666 -0.837 -0.417
O -2.232 -0.861 -0.539 -0.522
N -0.426 0.995 0.965 -0.641
H 1.860 0.771 0.667 0.142
H 1.200 1.166 -0.992 0.146
H 0.226 -1.018 1.093 0.236
H -0.468 -1.662 -1.146 0.198
H -0.724 -0.085 -1.742 0.200
H -2.333 -0.498 0.322 0.317
H 0.306 1.664 0.922 0.260
H -0.677 0.769 1.973 0.211
```

For the energy above the lowest of the compared OMol25 structures with the same formula, charge and spin, the calculation gives 300.4 kJ/mol. The value obtained for the electronic energy is -324.3010 a.u. Its HOMO-LUMO gap is 6.668 eV. Its SMILES is N[C@H](C[O-])CO. As for the charge: -1.

***

6.
DFT (wB97M-V/def2-TZVPD) results for the molecule CH3NS2 in a non-equilibrium geometry.

XYZ file:
```
7
Properties=species:S:1:pos:R:3:mulliken_charge:R:1
C -1.240 0.487 -0.143 -0.194
N 1.304 -0.174 0.178 -0.575
S -2.810 0.385 0.108 -0.230
S -0.233 -0.938 -0.078 0.075
H -0.749 1.233 -0.621 0.377
H 1.684 -0.493 1.079 0.275
H 2.043 -0.500 -0.521 0.272
```

For the energy above the lowest of the compared OMol25 structures with the same formula, charge and spin, the calculation gives 109.0 kJ/mol. The value obtained for the electronic energy is -890.9868 a.u. Its HOMO-LUMO gap is 8.508 eV. Its SMILES is NSC=S. As for the charge: 0.

***

Question: Which of these has the lowest electronic energy?
Answer: C38H46N5O5SScSi2